(1)
C2H8N2OP2 as an isolated structure in a non-equilibrium geometry. Source: the OMol25 dataset; level of theory: the ωB97M-V functional and the def2-TZVPD basis.

```
15
Properties=species:S:1:pos:R:3:forces:R:3:lowdin_charge:R:1
P 0.701215 -0.786911 1.066952 0.81 2.44 -0.80 0.64
P 2.367990 0.535892 -0.820096 -0.32 -0.05 -1.89 0.57
O 1.095522 -2.157582 0.813252 0.39 -0.90 -0.57 -0.37
N 2.505224 0.660343 0.714448 -2.21 -1.37 1.20 -0.50
N -0.674755 -0.239704 0.256360 4.09 -0.51 1.00 -0.43
C -0.927804 -0.881612 -0.996883 -2.70 0.93 -0.03 -0.15
C -1.242478 1.062841 0.430046 1.37 0.94 1.98 -0.13
H 0.387696 -0.585177 2.380358 0.06 0.75 0.80 0.02
H -1.992644 -1.031739 -0.793529 -0.29 -0.91 -1.33 0.10
H -0.403043 -1.763254 -1.191915 0.74 -1.49 0.37 0.06
H -2.262963 0.849939 0.373832 -2.04 0.39 -0.41 0.05
H 3.300051 1.447445 -1.540081 0.02 -0.22 0.95 -0.16
H -0.919471 1.813379 -0.360263 -0.25 -0.71 1.25 0.11
H -1.101775 1.368239 1.564744 0.10 -0.09 -2.49 0.13
H -0.832763 -0.292092 -1.897232 0.23 0.79 -0.03 0.08
```
Positions in Å, forces in eV/Å.

Results
- ΔE to the lowest compared entry with this formula, charge and spin (eV) = 2.868
- orbital gap (Ha) = 0.3102
- HOMO level (eV) = -8.50
- electronic energy (eV) = -25806.15784

***

(2)
C3H3NO4 as an isolated structure in a non-equilibrium geometry. Source: the OMol25 dataset; level of theory: the ωB97M-V functional and the def2-TZVPD basis.

```
11
Properties=species:S:1:pos:R:3:forces:R:3:lowdin_charge:R:1
O -1.272072 -1.027280 1.395082 -2.30 -3.02 4.11 0.05
O 0.354027 0.596994 -0.926700 2.44 2.23 -2.08 -0.02
O -1.522739 0.801582 0.402229 1.82 1.60 -0.33 0.16
O -3.099705 0.387139 1.933723 -1.30 -0.86 1.93 0.23
N -0.178981 -0.962586 0.557853 0.11 2.18 0.32 0.17
C 1.700606 0.087405 -1.165326 3.09 -0.58 -1.03 -0.08
C -0.323483 0.249504 0.085531 -2.58 -3.71 0.54 -0.47
C -2.110747 -0.003726 1.477131 3.46 1.14 -4.92 -0.47
H 2.185746 -0.540052 -0.296270 -1.41 1.70 -1.23 0.09
H 2.562992 1.208506 -1.387234 -3.08 -3.87 0.45 0.20
H 1.704358 -0.797486 -2.076021 -0.24 3.19 2.24 0.14
```
Positions in Å, forces in eV/Å.

Results
- ΔE to the lowest compared entry with this formula, charge and spin (eV) = 5.258
- orbital gap (Ha) = 0.3816
- HOMO level (eV) = -9.96
- electronic energy (eV) = -12835.06549

***

(3)
C46H47AsI2IrNO7PS as an isolated structure. Source: the OMol25 dataset; level of theory: the ωB97M-V functional and the def2-TZVPD basis.

```
107
Properties=species:S:1:pos:R:3:forces:R:3:mulliken_spin:R:1
Ir 0.356385 -0.169990 -0.414991 0.40 -0.12 -0.11 0.46
I 2.840655 0.812968 0.170459 -0.06 -0.13 -0.04 0.01
I 0.729894 -0.955999 2.174339 0.15 0.03 0.19 0.05
As -0.011927 -6.351347 1.259713 -0.05 0.04 -0.09 0.00
S -3.937993 2.353301 1.999266 0.02 -0.01 -0.03 0.00
P 0.976109 -2.402954 -0.985151 -0.18 0.10 -0.02 0.02
O -0.163706 1.505702 1.024237 -0.09 0.13 -0.02 0.22
O -4.748333 3.522781 2.110372 -0.01 -0.03 0.01 0.00
O -5.983827 -0.133293 -1.839403 -0.02 -0.03 0.01 0.00
O -1.558705 -0.664663 -0.411600 -0.09 0.04 -0.18 0.00
O 0.427809 -0.066436 -2.404660 0.03 0.25 0.10 0.04
O -4.474823 1.021184 2.014783 -0.04 -0.02 -0.03 0.00
O -0.157792 2.025548 -1.053896 -0.10 -0.04 0.05 0.19
N -3.174495 2.448120 0.549885 -0.01 -0.01 0.09 0.00
C -2.019842 1.293869 3.634335 -0.02 0.01 0.02 0.00
C 0.996198 -3.359381 -3.612899 0.00 0.04 -0.07 0.01
C -0.720813 2.599286 5.207099 -0.01 0.00 -0.01 0.00
C 2.262991 0.524133 2.201992 -0.01 -0.03 0.02 0.00
C -3.727352 -0.434916 -1.101828 -0.03 0.07 -0.03 0.00
C 0.342798 2.677414 6.266052 0.00 0.00 0.01 0.00
C -0.383921 2.386018 0.126961 -0.06 -0.07 0.02 -0.03
C -2.490604 3.645623 0.100148 0.02 0.03 -0.03 0.00
C -1.162450 -3.128490 -2.557408 0.01 0.02 -0.05 -0.01
C 0.223798 -2.959010 -2.524178 0.05 -0.01 0.01 0.00
C 0.648556 -5.082528 -0.149162 -0.01 -0.01 0.04 0.00
C -1.949601 0.112195 -2.700672 -0.03 -0.02 0.00 0.02
C -4.687140 -0.097034 -2.050998 0.03 0.01 0.01 0.01
C -1.769901 -3.654093 -3.685647 0.00 0.03 0.00 0.01
C 5.527599 -2.267605 -1.200924 0.01 0.00 0.01 0.00
C -1.912130 -6.316853 0.825905 0.00 0.02 0.01 0.00
C -1.164387 -4.294530 3.084131 -0.04 -0.04 -0.02 0.00
C -1.423576 3.735708 4.814351 0.01 0.00 -0.01 0.00
C -0.061010 -5.086875 2.765519 0.07 0.01 0.01 0.00
C -4.667496 -6.410634 0.381173 0.00 0.01 -0.01 0.00
C -0.996178 3.694571 0.489850 0.02 0.02 -0.01 -0.01
C -1.127135 -3.438897 4.178481 0.03 0.03 0.01 0.00
C -2.700802 2.442782 3.255413 0.01 -0.01 0.01 0.00
C -0.240550 0.444757 -4.552978 -0.04 -0.01 -0.03 0.01
C -0.614288 0.161843 -3.130268 0.01 -0.19 -0.03 0.00
C 1.125298 -4.134820 4.650100 0.00 -0.01 -0.02 0.00
C -2.488248 -5.570898 -0.197588 0.02 -0.01 -0.02 0.00
C -0.999802 -4.023508 -4.781379 -0.01 -0.01 0.00 0.00
C 3.389135 -1.777065 -2.183913 0.03 0.05 0.01 -0.01
C 0.400381 -3.627682 0.217467 -0.13 -0.05 0.01 -0.01
C 0.018877 -3.357352 4.963257 -0.01 0.03 -0.02 0.00
C -1.038296 1.380092 4.605987 0.00 0.02 0.01 0.00
C 4.770949 -1.703931 -2.223092 0.00 0.01 0.00 0.00
C -2.415206 3.664490 3.847535 -0.02 0.00 0.01 0.00
C 1.080061 -4.999963 3.561240 0.00 0.02 0.01 0.00
C -6.483335 -0.534602 -0.549979 0.01 0.01 -0.04 0.00
C -2.731386 -7.119678 1.617336 -0.02 0.00 0.00 0.00
C 3.518756 -2.991446 -0.096804 0.00 0.01 -0.03 -0.01
C -2.373828 -0.317156 -1.401008 0.08 -0.13 0.00 0.02
C 0.379502 -3.885062 -4.739710 0.01 0.01 0.01 0.00
C 2.758643 -2.433841 -1.123800 0.02 -0.05 0.06 0.00
C -4.100716 -7.162116 1.401282 0.00 0.01 0.00 0.00
C -4.296073 0.328515 -3.350358 0.01 0.00 0.02 0.00
C -2.981231 0.422020 -3.647166 0.02 -0.01 0.01 0.00
C -3.858362 -5.619858 -0.421204 -0.01 -0.01 0.02 0.00
C 4.904068 -2.907147 -0.140069 0.00 0.00 -0.01 0.00
H -1.474184 -4.438914 -5.660420 0.00 0.00 0.00 0.00
H -1.767789 -2.877827 -1.697316 -0.05 0.11 0.03 0.00
H -2.844089 -3.784553 -3.705416 0.00 0.00 0.00 0.00
H -2.287064 0.342722 3.190687 -0.01 0.01 -0.01 0.00
H 1.336934 2.741990 5.817801 0.01 0.00 0.00 0.00
H -2.776190 1.556675 0.287992 -0.04 -0.03 -0.05 0.00
H -0.604117 -0.351566 -5.204854 -0.02 0.00 0.01 0.00
H 3.042415 -3.497766 0.733638 -0.01 -0.01 0.01 0.00
H 0.840090 0.510805 -4.634930 0.00 -0.01 0.00 0.00
H 0.035435 -2.714122 5.834445 0.00 -0.01 0.00 0.00
H -4.723705 -7.791635 2.022328 0.00 0.00 0.00 0.00
H 5.495038 -3.351296 0.649421 0.00 0.00 0.00 0.00
H 2.801272 -1.320395 -2.971973 0.02 0.03 0.04 0.00
H -0.679099 1.384173 -4.886567 0.02 0.01 -0.01 0.00
H -2.697945 0.746818 -4.637142 -0.01 0.01 -0.01 0.00
H 0.983275 -4.198681 -5.580458 0.00 0.00 0.00 0.00
H -2.583707 3.700881 -0.985026 0.02 0.00 0.01 0.00
H -1.212913 4.684606 5.291297 0.00 0.00 0.00 0.00
H -1.879729 -4.959550 -0.854171 -0.03 -0.09 0.05 0.00
H 0.212068 3.556821 6.893663 0.00 0.00 0.00 0.00
H 2.074449 -3.284639 -3.586350 -0.07 -0.05 -0.02 0.00
H -0.532692 0.479351 4.939003 0.00 -0.01 0.01 0.00
H -2.004491 -2.858278 4.438032 0.00 0.00 -0.01 0.00
H -4.293359 -5.046768 -1.230734 -0.01 0.01 -0.01 0.00
H -2.986885 4.541202 3.572787 0.00 0.00 0.00 0.00
H -2.074250 -4.375006 2.499546 0.01 0.02 0.00 0.00
H -5.733934 -6.452676 0.205094 0.00 0.00 0.00 0.00
H 1.710056 -5.289855 -0.283582 0.02 0.03 0.02 0.00
H 0.325572 1.796503 6.907127 0.00 0.00 0.00 0.00
H 0.836631 -3.412834 1.187861 0.07 -0.03 -0.02 0.00
H -0.875234 3.853087 1.560820 0.00 0.00 -0.01 0.00
H 1.828796 1.442038 2.578397 -0.01 0.01 0.00 0.00
H -4.000693 -0.730270 -0.099205 0.01 -0.01 0.02 0.00
H -3.008003 4.508319 0.516453 -0.01 0.00 -0.01 0.00
H 0.149075 -5.355899 -1.078595 0.04 -0.04 -0.01 0.00
H 6.607234 -2.211124 -1.236566 0.00 0.00 0.00 0.00
H -2.300849 -7.724196 2.408281 0.00 0.01 0.00 0.00
H -7.562579 -0.472409 -0.630547 0.01 0.01 0.01 0.00
H 2.008499 -4.100533 5.275136 0.00 0.00 -0.01 0.00
H 1.933404 -5.636996 3.353102 0.00 0.00 0.00 0.00
H 5.261212 -1.210516 -3.051637 0.00 0.00 0.00 0.00
H -0.674156 -3.430418 0.315026 0.01 0.01 0.06 0.00
H -5.068108 0.576615 -4.064272 0.01 0.00 -0.01 0.00
H -6.119274 0.139536 0.222959 0.02 0.01 0.05 0.00
H -6.185688 -1.562106 -0.338305 0.01 0.00 0.01 0.00
H 3.105780 0.164361 2.781023 0.00 0.01 -0.01 0.00
H -0.506814 4.498549 -0.060393 0.01 -0.01 -0.01 0.00
```
Positions in Å, forces in eV/Å.

Results
- ΔE to the lowest compared entry with this formula, charge and spin (eV) = 1.543
- ⟨S²⟩ = 0.758
- spin multiplicity = 2
- orbital gap (spin up / spin down) (Ha) = 0.2233 / 0.1803
- HOMO level (spin up / spin down) (eV) = -12.86 / -12.86
- electronic energy (eV) = -164275.85542
- total charge = +2

***

(4)
One molecule with the formula C4H12N2S in a non-equilibrium geometry. Source: the OMol25 dataset; level of theory: the ωB97M-V functional and the def2-TZVPD basis.

```
19
Properties=species:S:1:pos:R:3:forces:R:3:lowdin_charge:R:1
S 2.711544 0.694758 2.554592 -2.87 0.58 -0.64 0.62
N -1.559628 0.570377 -2.347828 -0.92 -2.19 -0.07 0.02
N -0.960631 -1.664961 -0.308227 -0.08 0.67 0.15 0.02
C -1.544951 0.492038 -0.926989 1.51 3.62 2.64 -0.30
C -0.422239 -0.260742 -0.221960 2.28 -2.52 -3.67 -0.40
C 0.147155 0.123140 1.124174 -0.39 -0.71 2.48 -0.26
C 1.558537 0.611527 0.918262 1.74 -2.63 2.47 -0.45
H 0.104114 -0.860758 1.823355 0.45 2.36 -1.46 0.16
H -0.311700 -2.409147 -0.253252 1.68 -0.52 -0.61 0.05
H -2.374466 0.016446 -0.463392 -1.46 -0.13 -0.41 0.10
H 1.716690 1.506359 0.389286 -0.14 1.02 -0.67 0.05
H -0.890720 1.140404 -2.782229 1.06 1.58 0.05 0.05
H -1.222387 -0.340011 -2.619625 -0.48 -0.69 -0.62 0.06
H -0.347128 0.922641 1.700084 -0.65 -0.41 -0.43 0.11
H -1.505507 1.531386 -0.482207 -0.32 -0.66 -0.64 0.13
H 0.517687 -0.358897 -0.979356 -1.92 0.72 1.49 0.17
H 3.702974 0.357445 1.820934 1.61 -0.46 -0.81 -0.23
H -1.345359 -1.811761 0.587206 -1.60 -0.11 1.26 0.04
H 2.026023 -0.260249 0.467180 0.50 0.47 -0.52 0.05
```
Positions in Å, forces in eV/Å.

Results
- ΔE to the lowest compared entry with this formula, charge and spin (eV) = 1.926
- orbital gap (Ha) = 0.3720
- SMILES = NC[C@H](N)CCS
- HOMO level (eV) = -9.24
- electronic energy (eV) = -18156.09246

***

(5)
A 2-piece molecular cluster, C6H8F3O5P overall in a non-equilibrium geometry. Source: the OMol25 dataset; level of theory: the ωB97M-V functional and the def2-TZVPD basis.

```
23
Properties=species:S:1:pos:R:3:forces:R:3:lowdin_charge:R:1
P -0.382099 -1.747365 -0.440284 0.90 -1.71 -0.21 0.18
F -0.976923 1.399813 -3.056136 -0.18 -0.16 -0.21 0.06
F -0.831695 2.535820 -0.691685 1.75 -2.19 -0.30 0.01
F 1.149353 1.902643 -2.964763 -0.26 -0.17 0.34 -0.03
O -1.348770 -4.848647 0.080191 0.07 -0.97 1.40 -0.06
O -1.232014 -0.418438 -0.682880 0.76 3.57 -0.44 -0.26
O -0.160172 -2.044693 1.011557 0.26 0.71 0.02 -0.39
O -1.128871 -4.766960 -2.151250 0.51 -1.24 -1.14 -0.10
O 0.808240 -1.848064 -1.396331 -0.68 0.81 0.60 -0.41
C -1.750405 -2.763636 -1.099480 2.76 -0.68 -3.10 -0.16
C 0.848324 1.520411 1.485820 0.58 1.22 0.23 -0.11
C -1.316639 -4.323523 -1.017566 -1.05 1.89 -0.74 -0.82
C 1.207394 1.292276 0.011101 -0.89 2.55 -0.08 -0.18
C -0.011418 1.395337 -0.913961 -1.18 -2.31 0.18 -0.12
C 0.150552 1.054161 -2.402445 0.20 1.15 0.57 -0.30
H 0.470904 0.033752 -2.606861 -0.20 -0.22 0.45 0.13
H 0.246234 0.721716 1.829637 -1.81 -0.51 -0.05 0.05
H -1.816824 -2.546953 -2.235939 0.03 -0.17 1.91 0.10
H 1.859801 0.416459 0.023019 -0.68 -0.16 -1.13 0.12
H 1.740353 2.208857 -0.402436 0.24 -0.94 0.69 0.12
H 0.518138 2.573747 1.775519 0.15 -1.58 -0.47 0.09
H -2.667649 -2.647163 -0.664027 -2.29 0.46 1.44 0.02
H 1.683241 1.227759 2.106865 1.01 0.64 0.03 0.05
```
Positions in Å, forces in eV/Å.

Results
- ΔE to the lowest compared entry with this formula, charge and spin (eV) = 3.078
- orbital gap (spin up / spin down) (Ha) = 0.2210 / 0.2119
- HOMO level (spin up / spin down) (eV) = -0.60 / -0.39
- electronic energy (eV) = -34030.11446
- total charge = -2

***

(6)
A 17-piece molecular cluster, CH36NO16 overall in a non-equilibrium geometry. Source: the OMol25 dataset; level of theory: the ωB97M-V functional and the def2-TZVPD basis.

```
54
Properties=species:S:1:pos:R:3:forces:R:3:lowdin_charge:R:1
O 2.503381 1.856084 -1.007445 0.02 0.63 -0.53 -0.05
O 1.695156 -3.014130 -0.550651 0.46 -0.01 -0.12 -0.07
O 0.104348 2.099503 3.731832 0.14 -0.34 1.02 -0.04
O -0.548896 1.926015 0.243294 0.70 -0.18 0.29 -0.08
O 1.363877 -0.721661 3.246526 -0.52 -0.34 0.90 -0.08
O -3.200898 -2.549146 2.279140 -1.38 0.93 -0.95 -0.05
O -1.112820 -0.437448 2.111205 -0.21 -0.02 0.57 -0.05
O -3.689647 -2.226479 -0.420503 0.33 -0.59 0.60 -0.09
O -3.357891 1.518379 -0.130152 0.46 0.06 0.34 -0.03
O 0.119630 -2.937311 1.594575 -1.21 0.02 0.91 -0.06
O 1.490120 -1.380907 -4.323457 -0.26 -1.21 0.42 -0.05
O 0.102230 -3.394047 -2.785214 0.13 -0.20 0.23 -0.05
O 0.790142 4.192877 -0.288834 0.57 -0.46 -0.07 -0.06
O 0.179792 -0.619196 -2.252583 -0.75 -0.14 0.58 -0.07
O -0.225482 1.238332 -4.916983 0.90 -0.56 -0.70 -0.04
O -0.065601 4.220167 2.264401 0.71 -0.14 0.27 -0.07
N 1.443766 -0.096384 0.586999 -0.12 1.62 -1.12 0.17
C 2.544926 -0.044932 1.210754 -0.92 -1.24 0.60 0.08
H -1.475373 1.745937 0.003745 0.11 0.43 -0.03 0.02
H 3.040867 2.221517 -1.721395 0.30 -0.33 0.05 0.06
H 1.127982 -0.820768 -0.056597 0.16 -0.61 0.56 0.10
H 2.870694 0.861523 1.625896 0.07 1.29 0.43 0.09
H 0.804496 1.580847 4.159942 -0.10 -0.23 -0.42 0.07
H 0.185896 -1.479430 -2.712733 0.38 0.65 0.49 -0.01
H 0.857691 0.779651 0.490033 0.42 -0.77 -0.16 0.10
H 0.988708 -0.584868 -4.529680 0.74 0.42 -0.79 0.02
H -0.934407 0.672008 -4.610457 -0.37 0.53 0.46 0.04
H -1.080443 0.484058 2.394289 -0.28 0.30 -0.35 0.04
H -3.824862 0.689961 -0.274918 -0.10 -0.04 -0.27 0.05
H 0.804815 4.196607 0.692177 -0.47 0.48 -0.31 0.02
H -3.351041 -3.105410 -0.637984 -0.14 0.18 -0.59 0.03
H 1.884344 2.595606 -0.894977 -0.21 -0.01 0.28 0.01
H 1.008517 -2.919742 1.254570 0.20 -0.29 -0.78 -0.01
H -0.812392 -3.118579 -2.898150 -0.03 -0.20 -0.43 0.07
H 2.385326 -1.463312 -4.652024 -0.11 0.76 -0.49 0.07
H 2.223820 -3.799522 -0.741208 -0.06 0.16 0.04 0.07
H 1.395825 -1.471558 3.854268 0.35 0.09 0.11 0.07
H -0.193999 2.091242 -4.481075 -0.49 -0.17 0.32 0.05
H -0.198552 3.337491 2.675055 -0.10 0.33 -0.72 0.00
H 0.829771 4.388463 2.594310 -0.21 0.45 0.20 0.06
H -0.237696 2.837416 0.039675 -0.97 -0.57 -0.26 0.01
H -0.185293 2.689904 4.443508 -0.17 -0.17 -0.03 0.09
H -3.707701 -2.352852 0.554958 -0.13 0.57 -0.11 -0.01
H -0.493169 -3.149758 0.874656 0.66 0.05 0.19 0.04
H -3.533679 2.102996 -0.870571 -0.30 -0.12 -0.15 0.06
H 0.923066 -0.134756 -2.613355 0.20 0.03 0.07 0.02
H -1.546579 -0.494877 1.253801 0.09 0.20 -0.07 0.06
H 0.659870 5.090203 -0.599408 -0.08 0.15 0.12 0.08
H -2.881373 -3.435079 2.433876 0.83 0.45 0.92 0.06
H 0.439033 -0.806037 2.925995 0.30 0.05 -0.46 0.01
H 3.115298 -0.895356 1.555514 0.11 -0.41 -1.05 0.12
H 0.994389 -3.027286 -1.224800 0.10 -0.11 -0.17 0.01
H 0.619998 -3.199127 -3.583948 -0.42 0.13 -0.02 0.06
H -2.839991 -1.736818 2.684102 0.66 -1.49 0.20 0.06
```
Positions in Å, forces in eV/Å.

Results
- ΔE to the lowest compared entry with this formula, charge and spin (eV) = 0.135
- orbital gap (Ha) = 0.3997
- HOMO level (eV) = -13.41
- electronic energy (eV) = -35866.10147
- total charge = +1